# C20H38LiN2O13

C20H38LiN2O13 as an isolated structure at a distorted geometry (wB97M-V/def2-TZVPD, the OMol25 dataset).

Each line ends with the Löwdin charge.
CARTESIAN COORDINATES (ANGSTROEM)
C: 0.621 1.033 -3.347  -0.036
C: 0.439 1.113 -1.888  -0.215
N: 0.320 2.357 -1.260  -0.257
C: 1.415 3.374 -1.592  0.048
C: -0.993 3.012 -1.769  -0.107
C: -2.321 2.320 -1.482  -0.038
C: 0.142 2.276 0.195  -0.050
C: 1.438 1.816 0.967  -0.232
O: 1.227 1.870 2.278  -0.092
C: 2.231 1.206 3.105  -0.038
H: 1.376 1.748 -3.844  0.133
H: -0.134 1.256 -3.892  0.010
H: 0.893 0.060 -3.760  0.092
H: 1.454 0.741 -1.392  0.191
H: -0.434 0.498 -1.674  0.130
H: 1.340 3.792 -2.740  0.179
H: 2.321 2.854 -1.551  0.080
H: 1.634 4.078 -0.843  0.093
H: -0.769 3.112 -2.776  0.099
H: -1.327 3.922 -1.241  0.139
H: -2.582 2.041 -0.459  0.082
H: -2.229 1.326 -1.939  0.097
H: -3.164 2.559 -1.930  0.038
H: -0.581 1.467 0.485  0.145
H: -0.121 3.117 0.584  0.080
H: 2.268 2.525 0.848  0.149
H: 1.553 0.976 0.594  0.027
H: 3.268 1.486 3.322  0.108
H: 2.455 0.136 3.032  0.094
H: 1.954 1.204 4.039  0.026
Li: -2.351 -0.455 2.912  0.790
N: -0.778 -1.293 1.140  -0.513
O: -1.739 -0.528 0.980  -0.116
O: 0.176 -1.357 0.316  -0.007
O: -0.531 -1.423 2.398  -0.125
C: 2.092 -5.876 -3.341  -0.008
C: 1.505 -4.409 -3.093  -0.260
C: 2.290 -3.486 -2.175  -0.145
O: 2.526 -2.351 -2.892  0.092
C: 2.222 -2.445 -4.118  -0.618
O: 2.427 -1.683 -5.039  0.132
O: 1.627 -3.642 -4.332  0.063
H: 1.341 -6.347 -3.908  0.045
H: 2.165 -6.433 -2.308  0.121
H: 2.992 -5.933 -3.962  0.087
H: 0.450 -4.406 -2.973  0.135
H: 3.322 -4.077 -1.581  0.212
H: 1.768 -3.155 -1.128  0.148
C: -6.658 4.237 0.422  -0.040
C: -5.332 3.578 0.310  -0.285
C: -4.054 4.283 0.979  -0.033
O: -3.379 3.214 1.618  0.050
C: -4.133 2.195 1.855  -0.507
O: -3.822 1.125 2.358  0.072
O: -5.393 2.391 1.207  0.056
H: -6.828 4.472 1.478  0.096
H: -7.421 3.656 -0.209  0.125
H: -6.731 5.231 -0.132  0.113
H: -5.152 3.447 -0.671  0.093
H: -4.391 5.038 1.727  0.153
H: -3.282 4.560 0.213  0.136
C: 1.188 -3.412 4.239  -0.042
C: 2.259 -4.171 3.450  -0.438
C: 2.395 -3.584 1.970  -0.090
O: 3.798 -3.410 1.828  0.050
C: 4.400 -3.539 3.046  -0.479
O: 5.580 -3.312 3.246  0.154
O: 3.409 -3.852 3.896  0.086
H: 1.419 -3.782 5.276  0.082
H: -0.002 -3.956 4.205  0.164
H: 1.189 -2.319 4.034  0.061
H: 2.049 -5.283 3.509  0.172
H: 1.831 -2.516 1.808  0.146
H: 1.864 -4.267 1.374  0.097

orbital gap = 9.940 eV
2S+1 = 1
ΔE to the lowest compared entry with this formula, charge and spin = 72.0 kcal per mole
E_HOMO = -12.514 eV
net charge = +1